# 1
The following is a quantum chemistry calculation of a structure of composition C34H53BClI2N5O3OsS, from the OMol25 dataset.

The value obtained for the molar mass is 1102.20 g/mol. For the LUMO energy (alpha / beta), the calculation gives -5.93 / -9.73 eV. For the HOMO energy (alpha / beta), the calculation gives -11.4295 / -11.4636 eV. The total energy is -3395.6081 Eh. As for the expectation value of S²: 6.0309.

```
! wB97M-V def2-TZVPD RIJCOSX def2/J DEFGRID3
* xyz 2 5
Os 0.073 0.440 -0.412
I -1.387 -2.169 -0.387
C -2.098 -2.313 1.631
I -0.715 -1.586 3.071
H -2.290 -3.359 1.830
H -2.999 -1.714 1.683
C -1.324 2.846 -1.996
C 0.127 3.217 -1.661
C 0.198 4.723 -1.404
C 0.692 2.448 -0.445
H -1.642 3.364 -2.904
H -1.993 3.146 -1.187
H -1.455 1.772 -2.172
H 0.755 2.986 -2.529
H -0.474 4.993 -0.587
H -0.105 5.277 -2.294
H 1.208 5.038 -1.138
H 0.442 2.993 0.469
H 1.789 2.429 -0.519
C -6.140 2.641 5.717
C -5.317 3.526 4.768
C -6.260 4.507 4.046
C -4.326 4.331 5.610
C -4.621 2.679 3.705
C -5.378 1.793 2.926
C -4.833 1.018 1.912
C -3.484 1.170 1.674
O -2.672 0.557 0.746
B -1.379 1.094 0.933
O -1.422 2.013 1.966
C -2.718 2.047 2.427
C -3.254 2.799 3.449
H -6.670 3.272 6.431
H -5.487 1.967 6.274
H -6.881 2.044 5.188
H -6.777 5.130 4.778
H -7.010 3.978 3.458
H -5.693 5.157 3.377
H -4.869 4.890 6.372
H -3.776 5.051 5.002
H -3.617 3.673 6.116
H -6.440 1.706 3.115
H -5.441 0.343 1.324
H -2.614 3.461 4.014
C 3.493 -4.569 -3.476
C 3.844 -3.403 -4.402
C 5.167 -3.747 -5.115
C 4.123 -2.164 -3.527
C 2.721 -3.098 -5.469
O 3.017 -1.864 -6.098
C 2.606 -4.182 -6.597
C 1.430 -5.194 -6.654
C 1.429 -6.309 -5.668
C 0.371 -6.469 -4.742
C 0.347 -7.529 -3.881
C 1.394 -8.480 -3.929
Cl 1.372 -9.791 -2.867
C 2.449 -8.356 -4.860
C 2.460 -7.288 -5.708
C 1.300 -2.876 -4.890
N 1.069 -1.642 -4.166
C 0.953 -1.459 -2.848
N 0.598 -0.206 -2.606
C 0.504 0.340 -3.855
N 0.771 -0.504 -4.815
H 4.300 -4.711 -2.755
H 3.384 -5.503 -4.029
H 2.576 -4.392 -2.907
H 5.972 -3.790 -4.382
H 5.440 -2.992 -5.853
H 5.142 -4.721 -5.603
H 5.120 -2.261 -3.092
H 3.408 -2.069 -2.712
H 4.105 -1.249 -4.116
H 3.762 -1.965 -6.701
H 3.533 -4.747 -6.667
H 2.519 -3.603 -7.517
H 1.516 -5.668 -7.640
H 0.468 -4.686 -6.640
H -0.444 -5.758 -4.730
H -0.466 -7.657 -3.180
H 3.228 -9.105 -4.902
H 3.258 -7.200 -6.434
H 1.019 -3.707 -4.245
H 0.628 -2.818 -5.744
H 1.142 -2.222 -2.111
H 0.220 1.361 -4.049
C 6.267 -0.222 0.470
N 4.880 -0.548 0.145
C 3.738 -0.020 0.574
S 2.298 -0.911 0.238
N 3.624 1.121 1.239
C 4.651 2.089 1.616
H 6.842 -1.145 0.453
H 6.351 0.203 1.464
H 6.698 0.462 -0.261
H 4.750 -1.354 -0.440
H 2.692 1.310 1.569
H 5.433 2.135 0.866
H 5.085 1.852 2.589
H 4.184 3.068 1.681
*
```


# 2
The following is a quantum chemistry calculation of the molecule C4H6S in a non-equilibrium geometry, from the OMol25 dataset.

The value obtained for the molar mass is 86.16 g/mol. For the LUMO energy, the calculation gives 0.87 eV. For the HOMO energy, the calculation gives -8.7234 eV. The SMILES is C=C[C@@H]1CS1. The total energy is -554.1003 Eh.

```
! wB97M-V def2-TZVPD RIJCOSX def2/J DEFGRID3
* xyz 0 1
C -1.927 -0.541 0.078
C -0.716 -0.406 -0.372
C 0.485 0.087 0.559
C 1.472 0.696 -0.212
S 2.049 -0.896 0.026
H -2.801 -0.449 -0.452
H -1.921 -0.319 1.110
H -0.237 -0.774 -1.354
H 0.354 0.064 1.653
H 1.103 0.965 -1.215
H 2.139 1.573 0.179
*
```


# 3
The following is a quantum chemistry calculation of a cluster of 5 separate species, C4H17NO5 in total in a non-equilibrium geometry, from the OMol25 dataset.

The value obtained for the molar mass is 159.18 g/mol. For the LUMO energy (alpha / beta), the calculation gives -3.81 / -8.78 eV. For the HOMO energy (alpha / beta), the calculation gives -14.4053 / -14.3699 eV. The total energy is -593.1860 Eh. As for the expectation value of S²: 0.7812.

```
! wB97M-V def2-TZVPD RIJCOSX def2/J DEFGRID3
* xyz 1 2
C 0.313 2.943 0.550
C -0.451 1.709 0.144
N -0.513 0.497 0.779
C 0.165 0.109 2.041
C -0.731 -0.879 2.806
O -1.331 1.845 -0.715
H -0.225 3.431 1.264
H 1.222 2.976 1.049
H 0.405 3.737 -0.272
H -1.149 -0.165 0.339
H 0.299 1.034 2.564
H 1.211 -0.325 1.781
H -0.504 -0.926 3.909
H -0.580 -1.905 2.327
H -1.702 -0.420 2.730
H -3.012 0.926 -0.931
H -4.338 1.113 -0.355
O -3.647 0.373 -0.441
H 0.103 -1.867 -3.923
H 0.051 -2.592 -2.406
O 0.458 -2.629 -3.352
H 2.770 -0.805 -1.604
H 1.721 -1.653 -2.486
O 2.064 -1.499 -1.648
H 2.869 -1.796 -0.136
H 2.862 -1.824 1.418
O 3.184 -1.305 0.660
*
```